Entry 1:
94
Properties=species:S:1:pos:R:3:forces:R:3:mulliken_charge:R:1 method="wB97M-V/def2-TZVPD" charge=+1 homo_energy_ha=-0.3667 e_tot_ha=-3061.7910 lumo_ev=-3.890 orbital_gap_ev=6.09 e_above_lowest_ev=3.562
Sr -0.1579 -1.2353 2.5792 -3.59 -3.34 8.64 1.662
C 3.9159 2.7364 2.3881 -0.02 0.01 0.02 -1.603
C 3.3144 2.0938 1.1832 0.09 0.09 -0.08 -0.033
C 3.9282 1.9896 -0.0448 -0.07 0.07 0.20 -0.031
C 3.3146 1.3314 -1.1376 -0.13 -0.03 0.04 -0.031
N 2.1066 0.8120 -1.0242 0.02 -0.18 -0.35 -0.862
N 1.5357 0.9287 0.1431 0.15 0.37 0.73 0.805
B 0.2033 0.3859 0.7657 -0.01 2.76 -2.59 -0.248
N -0.9631 1.2740 0.2932 -0.23 0.15 0.20 0.253
N -0.6947 1.9285 -0.8381 0.16 -0.01 -0.31 0.000
C -1.5584 2.7703 -1.3264 -0.10 0.00 0.14 -0.302
C -2.7659 3.0336 -0.6339 -0.02 -0.12 0.13 -0.598
C -3.0534 2.3684 0.5204 0.06 0.06 -0.15 0.397
C -4.2999 2.6294 1.2974 0.01 -0.01 -0.02 -1.904
C -2.1104 1.3955 0.9944 -0.17 0.28 -0.22 0.923
S -2.4196 0.4546 2.3620 -0.05 0.30 -0.15 -0.511
C -1.1699 3.4193 -2.6461 0.14 0.00 -0.15 2.383
C -2.2020 4.4486 -3.1047 0.03 -0.05 0.06 -2.361
C -1.0593 2.3103 -3.7050 0.01 0.02 0.07 -1.548
C 0.1954 4.1020 -2.4777 -0.05 -0.05 0.03 -1.319
N -0.0191 -1.0519 0.4044 0.48 -0.44 -3.50 -0.203
N -1.0822 -1.2472 -0.4114 -0.46 0.15 -0.46 -1.126
C -1.1896 -2.3601 -1.0642 0.04 0.12 0.20 -0.298
C -0.2638 -3.4264 -0.8418 0.15 -0.02 0.19 -0.437
C 0.7845 -3.2610 0.0056 -0.14 -0.23 -0.25 -1.243
C 1.7502 -4.3466 0.3382 0.02 -0.03 -0.08 -1.640
C 0.9766 -1.9595 0.5878 1.42 -0.85 -1.98 2.240
S 2.3153 -1.5719 1.4873 1.03 -0.69 -0.26 0.067
C -2.3257 -2.4832 -2.0599 -0.14 0.10 -0.03 2.180
C -3.1100 -1.1709 -2.1525 0.09 -0.07 0.06 -1.739
C -1.7134 -2.8008 -3.4323 0.03 0.00 0.05 -1.653
C -3.2664 -3.6096 -1.6123 0.12 0.01 0.02 -1.756
C 2.0533 1.4975 1.2246 0.36 -0.05 -0.54 0.840
S 0.8762 1.1456 2.4375 0.34 2.19 0.55 -0.321
C 4.0206 1.1908 -2.4716 0.03 -0.01 -0.14 2.010
C 5.3563 0.4650 -2.2515 -0.06 0.02 0.04 -1.757
C 3.1689 0.3934 -3.4614 0.00 0.04 0.09 -1.610
C 4.2774 2.5952 -3.0407 -0.04 -0.05 0.08 -1.457
H 4.8901 3.1610 2.1583 0.00 0.01 0.02 0.415
H 4.0327 2.0052 3.1907 0.01 0.00 -0.01 0.362
H 3.2647 3.5286 2.7615 0.02 0.01 0.00 0.349
H 4.9174 2.4130 -0.1662 0.00 -0.03 -0.05 0.456
H -3.4615 3.7693 -1.0125 0.00 -0.01 -0.01 0.586
H -4.9085 3.3802 0.7978 -0.02 -0.01 0.03 0.413
H -4.0494 2.9761 2.3014 -0.02 -0.01 0.01 0.348
H -4.8757 1.7113 1.4172 -0.02 0.01 0.00 0.349
H -3.1807 3.9918 -3.2635 -0.01 0.03 -0.01 0.474
H -1.8795 4.8758 -4.0539 -0.01 0.02 0.00 0.412
H -2.3046 5.2667 -2.3889 -0.02 0.01 -0.01 0.460
H -2.0263 1.8266 -3.8596 0.01 -0.02 -0.02 0.342
H -0.3362 1.5551 -3.3930 -0.01 -0.01 0.00 0.131
H -0.7341 2.7337 -4.6565 -0.02 0.01 0.00 0.487
H 0.1421 4.8958 -1.7296 0.03 0.01 -0.01 0.399
H 0.5129 4.5431 -3.4237 -0.02 0.01 0.00 0.483
H 0.9452 3.3753 -2.1624 0.01 0.01 0.00 -0.034
H -0.4043 -4.3788 -1.3364 -0.04 0.02 -0.01 0.503
H 1.5107 -5.2613 -0.1999 -0.06 0.00 0.02 0.460
H 1.7227 -4.5353 1.4140 0.06 -0.01 -0.01 0.309
H 2.7676 -4.0468 0.0875 0.01 0.01 0.04 0.369
H -2.4557 -0.3478 -2.4431 -0.01 0.03 0.00 0.168
H -3.5669 -0.9200 -1.1944 -0.02 0.03 -0.01 0.294
H -3.8960 -1.2697 -2.9018 0.00 -0.03 0.02 0.554
H -1.0312 -2.0055 -3.7405 0.01 -0.02 -0.02 0.307
H -2.5034 -2.8761 -4.1794 -0.02 -0.02 0.01 0.472
H -1.1651 -3.7442 -3.4284 -0.01 0.00 -0.03 0.349
H -3.7106 -3.3700 -0.6446 -0.04 -0.03 -0.01 0.374
H -2.7447 -4.5644 -1.5230 -0.04 -0.01 -0.02 0.342
H -4.0677 -3.7300 -2.3411 -0.01 -0.01 0.01 0.466
H 5.2000 -0.5114 -1.7891 0.01 0.00 -0.01 0.356
H 6.0321 1.0416 -1.6179 0.03 -0.02 -0.02 0.351
H 5.8463 0.3123 -3.2128 0.03 0.01 0.01 0.474
H 2.9753 -0.6145 -3.0929 -0.02 0.00 -0.01 0.325
H 3.6991 0.3168 -4.4107 0.02 0.01 0.01 0.488
H 2.2102 0.8810 -3.6385 -0.02 -0.02 -0.01 0.154
H 4.9357 3.1766 -2.3927 -0.01 0.03 -0.03 0.369
H 3.3397 3.1406 -3.1641 0.02 0.02 -0.02 0.228
H 4.7546 2.5109 -4.0169 0.02 0.01 0.01 0.460
N -0.9187 -0.7456 5.2228 -0.13 0.56 -0.18 -0.245
C -2.3065 -1.0969 5.5694 0.16 -0.30 -0.22 -0.655
C -2.6044 -2.5081 5.0845 0.14 0.28 -0.17 -0.666
N -2.5273 -2.5556 3.6144 -0.05 0.26 -0.13 -0.248
H -0.2901 -1.2773 5.8110 0.18 0.00 -0.02 0.168
H -0.7665 0.2410 5.4075 0.02 -0.05 0.25 0.223
H -2.9671 -0.3962 5.0537 -0.06 0.07 0.16 0.308
H -2.4839 -1.0436 6.6466 -0.12 0.10 -0.03 0.394
H -3.5876 -2.8177 5.4480 0.07 -0.08 0.11 0.421
H -1.8373 -3.1785 5.4700 -0.11 -0.11 0.07 0.304
H -3.3461 -2.0963 3.2295 -0.11 -0.18 -0.07 0.167
H -2.5324 -3.5226 3.3159 -0.04 -0.03 -0.09 0.212
N 0.2963 -3.0883 3.9351 0.87 -1.12 0.34 -0.749
C 0.9331 -3.7925 4.6456 -0.41 0.47 0.22 0.387
N 1.5994 -4.5839 5.3330 0.46 -0.70 -0.54 -0.682
C 1.9595 -4.8270 6.5602 -0.21 0.31 0.27 0.407
N 2.3138 -5.0987 7.6285 -0.01 0.03 -0.06 -0.509

---

Entry 2:
98
Properties=species:S:1:pos:R:3:forces:R:3:mulliken_charge:R:1 method="wB97M-V/def2-TZVPD" charge=+1 homo_energy_ha="-0.3864 / -0.3858" e_tot_ha=-3073.2071 lumo_ev="-2.007 / -4.660" orbital_gap_ev="8.51 / 5.84" spin_multiplicity=5 e_above_lowest_ev=0.175
Os -0.1016 1.6391 -0.7295 0.68 0.25 -0.37 3.141
C -2.4095 4.7125 -3.2835 0.00 -0.03 0.02 -1.307
C -2.3997 3.6793 -2.3467 -0.03 0.05 0.01 -0.455
N -1.1508 3.3150 -2.0674 -0.12 -0.15 0.01 -0.074
N -0.3405 4.0960 -2.8174 0.01 0.17 0.08 0.066
C -1.0766 4.9441 -3.5517 0.03 -0.04 0.01 -0.112
B 1.1837 4.0192 -2.6730 0.10 0.01 -0.05 0.123
N 1.6283 2.5973 -3.0507 0.11 -0.13 -0.04 0.133
C 2.3999 2.2406 -4.0742 -0.01 -0.05 0.01 -0.102
C 2.4452 0.8562 -4.1438 -0.02 0.06 0.01 -1.618
C 1.6421 0.4302 -3.1030 -0.01 -0.28 -0.08 -0.642
N 1.1502 1.4838 -2.4331 -0.32 0.18 0.24 0.388
N 1.5565 4.2513 -1.2025 -0.26 0.15 -0.02 -0.133
C 2.1542 5.3026 -0.6340 -0.01 -0.03 0.03 -0.205
C 1.9811 5.2205 0.7366 -0.01 -0.02 -0.02 -1.254
C 1.2338 4.0650 0.9269 0.03 0.04 -0.01 -0.256
N 0.9770 3.4898 -0.2521 0.07 -0.36 0.14 0.106
H -3.2610 5.2162 -3.7051 0.00 -0.01 0.01 0.414
H -3.2208 3.1961 -1.8513 0.00 -0.03 -0.01 0.698
H -0.5978 5.6499 -4.2101 -0.01 0.00 0.01 0.470
H 1.7367 4.8153 -3.3721 -0.05 -0.01 -0.02 -0.120
H 2.8526 2.9981 -4.6922 0.01 -0.02 0.00 0.506
H 2.9692 0.2434 -4.8556 0.00 0.02 0.01 0.518
H 1.3976 -0.5844 -2.8388 -0.05 0.04 0.10 1.150
H 2.6487 6.0388 -1.2455 0.00 0.00 0.02 0.485
H 2.3405 5.8995 1.4887 0.00 0.00 -0.01 0.461
H 0.8722 3.6406 1.8463 0.04 0.01 0.00 0.535
C -0.1010 -1.7874 2.5263 -0.04 -0.17 0.01 -1.259
C -0.3217 -3.0938 1.7823 0.09 -0.05 -0.06 2.137
C 0.3136 -4.2589 2.5222 -0.02 0.00 0.05 -1.899
C -1.8020 -3.3434 1.5389 -0.02 -0.01 0.03 -1.771
O 0.3301 -3.0609 0.4846 -0.07 0.03 0.01 0.637
Si 0.8022 -1.9414 -0.5695 -0.17 0.03 0.08 -2.799
S -0.8415 -0.4718 -0.7945 0.18 -0.06 -0.35 0.123
O 2.0676 -1.0366 -0.1931 0.06 -0.05 -0.15 1.139
C 3.4660 -1.3127 0.0775 -0.06 0.07 -0.01 1.599
C 3.6098 -1.5075 1.5770 0.05 0.00 0.05 -1.267
C 3.9165 -2.5482 -0.6859 0.04 -0.03 0.02 -1.469
C 4.2095 -0.0712 -0.3863 0.03 0.01 0.00 -1.512
O 0.9848 -2.5950 -2.0384 0.04 -0.09 0.09 0.023
C 0.3327 -3.7202 -2.6992 0.05 0.20 -0.01 1.773
C 0.7478 -3.6034 -4.1568 -0.03 -0.04 -0.01 -1.789
C -1.1750 -3.5828 -2.5529 -0.05 -0.08 0.03 -1.418
C 0.8495 -5.0080 -2.0809 -0.04 -0.07 -0.04 -1.462
H -0.5310 -1.8577 3.5273 -0.01 0.01 -0.01 0.826
H -0.5900 -0.9599 2.0127 -0.03 -0.14 -0.03 -0.084
H 0.9618 -1.5620 2.6244 -0.04 0.02 -0.04 0.113
H -0.1587 -4.3920 3.4966 0.00 0.00 -0.01 0.420
H 1.3780 -4.0780 2.6776 0.00 -0.01 -0.01 0.347
H 0.1946 -5.1795 1.9504 0.01 0.00 0.00 0.385
H -2.3308 -3.4153 2.4908 0.01 0.00 -0.01 0.476
H -1.9459 -4.2779 0.9948 0.00 0.01 0.00 0.396
H -2.2435 -2.5263 0.9645 0.02 0.00 -0.01 0.157
H 3.0639 -2.3948 1.9043 0.00 0.01 -0.01 0.168
H 3.2243 -0.6339 2.1048 -0.02 -0.02 -0.02 0.038
H 4.6606 -1.6390 1.8396 0.00 -0.01 0.00 0.551
H 3.3729 -3.4360 -0.3507 -0.02 0.02 -0.03 0.237
H 4.9786 -2.7244 -0.5088 -0.01 0.01 0.00 0.529
H 3.7606 -2.4227 -1.7578 -0.02 0.00 0.01 0.275
H 3.8105 0.8078 0.1223 0.00 0.00 0.01 0.146
H 4.0916 0.0637 -1.4631 0.00 -0.01 0.01 0.319
H 5.2737 -0.1571 -0.1619 -0.01 0.00 0.00 0.454
H 0.3929 -2.6613 -4.5780 0.01 0.00 0.00 0.377
H 0.3222 -4.4216 -4.7389 0.00 0.00 0.01 0.451
H 1.8344 -3.6467 -4.2441 -0.01 0.01 0.00 0.334
H -1.5181 -2.6264 -2.9514 0.01 0.00 0.00 0.291
H -1.4746 -3.6640 -1.5051 0.02 0.03 -0.01 0.098
H -1.6752 -4.3815 -3.1029 0.01 0.01 0.00 0.571
H 1.9318 -5.0773 -2.1989 0.00 0.02 0.03 0.316
H 0.3975 -5.8654 -2.5829 0.01 0.01 0.00 0.528
H 0.5998 -5.0581 -1.0215 0.02 0.01 -0.01 0.069
N -6.0860 0.9667 -0.5969 0.01 0.03 -0.04 -0.605
C -5.4701 0.2306 -1.6976 0.07 -0.04 0.07 -0.494
C -3.9980 0.6005 -1.8334 -0.06 -0.10 0.03 0.335
O -3.3293 0.3627 -2.7982 0.01 0.04 -0.02 -0.550
O -3.4879 1.1981 -0.7426 -0.02 0.08 0.02 -0.034
H -6.8236 0.4394 -0.1518 0.02 -0.02 0.02 0.222
H -6.4842 1.8427 -0.9111 -0.03 -0.02 -0.01 0.191
H -4.2401 1.3142 -0.1206 -0.04 -0.05 0.00 0.319
H -5.9436 0.3526 -2.6718 0.00 0.05 -0.01 0.361
H -5.4815 -0.8362 -1.4664 -0.03 -0.01 -0.02 0.298
O 1.0980 1.0366 1.4361 -0.21 0.16 0.16 -0.621
C 0.0056 1.3704 1.9098 0.04 0.10 0.04 -0.207
O -0.9221 1.8311 1.0983 0.02 0.11 0.03 -1.307
C -0.3277 1.2904 3.3407 0.04 0.12 0.00 0.982
C 0.6782 0.9424 4.2331 0.00 0.02 -0.02 -0.586
C 0.4235 0.8251 5.5985 0.01 -0.01 0.04 -1.297
C -0.8669 1.0658 6.0057 -0.01 0.00 -0.02 0.994
O -1.3670 1.0113 7.2634 0.01 -0.01 0.01 -0.491
C -2.7533 1.3609 7.1696 0.06 0.00 -0.05 -0.272
O -3.0468 1.5838 5.7892 -0.01 0.00 -0.02 -0.507
C -1.8749 1.4124 5.1129 0.00 0.00 0.02 0.686
C -1.6428 1.5385 3.7726 -0.03 0.03 0.01 -0.932
H 1.6705 0.7569 3.8444 0.00 0.01 0.02 0.442
H 1.1960 0.5581 6.3056 -0.01 0.00 -0.01 0.451
H -2.9295 2.2772 7.7329 -0.02 0.00 0.02 0.268
H -3.3556 0.5328 7.5409 -0.02 0.01 0.02 0.260
H -2.4228 1.8096 3.0757 0.01 0.00 0.01 0.606

---

Entry 3:
100
Properties=species:S:1:pos:R:3:forces:R:3:mulliken_charge:R:1 method="wB97M-V/def2-TZVPD" charge=-1 homo_energy_ha=-0.1826 e_tot_ha=-5766.5287 lumo_ev=-0.718 orbital_gap_ev=4.25
C 3.2205 -5.3861 0.8862 0.26 -0.21 -0.47 -0.718
C 4.2754 -4.6178 0.0997 0.98 0.61 1.79 -0.498
C 4.7876 -3.3818 0.9422 1.12 0.30 -1.96 -1.816
C 4.7917 -2.1005 -0.0537 -6.49 1.16 2.21 -2.601
C 3.4038 -1.5214 -0.3122 2.01 -1.02 -0.08 2.381
C 3.2456 -0.7991 -1.4440 0.90 0.38 -0.86 -0.243
C 2.0608 -0.2016 -1.7621 -0.84 0.80 -0.36 1.027
O 1.8776 0.5050 -2.8675 0.26 0.45 0.37 -0.633
C 2.9906 1.2392 -3.3858 -0.26 0.50 -0.46 -0.937
C 3.5834 2.3888 -2.5420 0.31 -0.07 0.60 -0.613
O 2.6664 3.0838 -1.7645 -0.55 -0.95 -0.36 -0.079
C 3.0817 3.5274 -0.4734 0.82 1.79 -0.30 -0.280
C 3.7512 4.8885 -0.5772 0.27 -0.19 -0.22 -1.310
C 0.9701 -0.3885 -0.8877 0.98 -0.70 -0.27 -0.232
C 1.1788 -1.1483 0.2666 -0.42 -0.24 0.73 0.354
C 2.3692 -1.7065 0.5476 -0.45 -0.32 0.95 -1.561
C 0.0761 -1.3960 1.2274 -0.04 -0.23 0.60 0.565
O 0.2022 -2.1631 2.1665 0.09 0.27 -0.54 -0.667
C -1.1892 -0.7064 0.9674 -0.29 -0.02 0.44 0.718
C -2.2481 -0.8354 2.0237 0.17 -0.01 -0.05 -1.264
O -1.9438 0.0001 3.1124 -0.26 -0.28 0.41 -0.463
C -2.3374 1.3556 2.9145 -0.53 1.00 -0.30 1.363
C -1.9352 2.2044 4.1079 0.21 -0.13 -0.84 -1.505
C -1.3692 -0.0062 -0.1583 0.11 0.54 -0.26 0.644
C -2.6629 0.6612 -0.4803 -0.11 -0.41 -0.50 -0.734
C -3.5691 -0.1552 -1.4072 0.17 -0.45 0.02 -0.888
C -3.6654 -1.6534 -1.0819 -0.46 0.28 -0.45 -0.304
C -5.0906 -2.1361 -0.8414 0.41 -0.42 0.14 -0.697
O -5.5191 -2.9819 -1.9034 -0.02 0.20 -0.10 -0.398
C -6.3666 -4.0146 -1.4745 0.04 0.11 0.09 -0.710
C -0.2679 0.1192 -1.1156 -2.03 1.23 0.15 0.877
O -0.5151 0.7158 -2.2784 -0.09 0.16 -0.16 -0.631
H 3.6855 -6.1079 1.5902 -0.80 0.34 -0.67 -0.061
H 2.6148 -4.7116 1.4715 -0.38 0.13 0.13 0.270
H 2.6089 -5.9118 0.1688 -0.42 -0.45 0.08 0.324
H 5.1410 -5.2742 -0.1046 -0.29 0.18 -0.21 0.364
H 3.8804 -4.2288 -0.8245 -0.26 -0.09 -0.42 0.417
H 4.2110 -3.2028 1.8290 -0.47 0.28 0.16 0.529
H 5.8446 -3.5306 1.3202 -1.41 -0.28 -0.02 0.861
H 5.3460 -1.2721 0.5065 -1.45 -0.56 -0.79 0.863
H 5.3746 -2.3235 -1.0152 -8.23 1.25 0.58 0.301
H 4.0570 -0.6833 -2.1326 0.44 0.04 -0.15 0.092
H 3.7287 0.5186 -3.7177 0.58 0.08 0.01 0.353
H 2.6199 1.7116 -4.2802 -0.54 -0.11 -0.32 0.561
H 4.4291 2.0232 -1.9613 0.06 -0.16 0.50 0.447
H 4.0198 3.0676 -3.2738 0.22 0.09 -0.40 0.390
H 3.7523 2.8626 0.0401 0.02 -0.75 -0.14 0.309
H 2.2221 3.6342 0.1496 -0.64 -0.34 0.06 0.359
H 4.0109 5.2475 0.4097 -0.06 0.08 0.42 0.439
H 4.6948 4.8144 -1.1110 0.24 0.08 -0.35 0.324
H 3.1174 5.6219 -1.0511 -0.24 0.26 -0.23 0.255
H 2.4876 -2.2804 1.4405 -0.14 -0.10 0.39 0.725
H -2.2644 -1.8654 2.3577 0.10 -0.21 0.35 0.515
H -3.2138 -0.6186 1.6020 -0.54 0.20 0.00 0.482
H -3.4386 1.5264 2.7153 1.65 -0.95 0.44 -0.575
H -1.8180 1.7376 2.0361 0.21 0.13 -0.24 0.030
H -2.6292 3.0321 4.1549 -0.34 0.21 0.33 0.346
H -1.9507 1.6171 5.0127 -0.02 -0.03 0.38 0.324
H -0.9659 2.6466 3.9239 0.48 -0.09 0.35 0.336
H -3.2259 0.8918 0.4026 -0.09 0.18 0.49 -0.352
H -2.4197 1.5739 -0.9772 -0.27 0.65 -0.03 0.409
H -3.2634 -0.0222 -2.4372 0.21 0.01 -0.28 0.259
H -4.5707 0.2406 -1.3450 -0.28 0.44 0.11 0.546
H -3.0842 -1.9419 -0.2194 0.34 0.09 0.22 0.202
H -3.2754 -2.2118 -1.9238 0.13 -0.32 -0.12 0.329
H -5.7731 -1.3077 -0.7081 -0.31 0.30 -0.03 0.311
H -5.1011 -2.6944 0.0905 -0.14 -0.22 0.22 0.399
H -6.8731 -3.7617 -0.5490 -0.19 0.13 0.24 0.309
H -5.7910 -4.9214 -1.2990 0.06 -0.31 -0.01 0.267
H -7.1291 -4.1923 -2.2213 -0.10 -0.13 -0.30 0.267
Mg 5.5192 -6.2357 2.6074 0.99 -0.29 0.64 -0.040
O -6.4690 -1.9380 2.7830 -0.11 -0.32 0.00 -0.607
H -5.5851 -1.7820 3.1330 -0.02 0.28 -0.08 0.306
H -6.5583 -2.8949 2.7421 0.05 -0.03 0.05 0.276
Br -5.4105 1.2528 2.0513 -1.30 0.38 -0.41 -0.906
C -7.1188 4.6168 0.3153 -1.50 -4.21 -2.09 -0.458
C -7.6233 5.4019 -0.8798 -0.13 0.39 -0.42 -0.639
O -7.4030 4.5135 -1.9487 0.07 -0.17 0.24 -0.322
C -7.3680 3.2329 -1.4325 0.05 -0.10 0.15 0.515
O -7.3698 2.2546 -2.0791 -0.05 -0.10 -0.15 -0.449
O -7.3339 3.2847 -0.0641 -0.30 0.30 -0.65 -0.212
H -7.6658 4.8536 1.2225 -0.81 -1.74 -0.47 0.261
H -6.0575 4.7759 0.4878 -0.24 -2.72 -1.54 0.387
H -8.6926 5.6205 -0.8098 0.00 0.03 0.13 0.239
H -7.0811 6.3378 -1.0355 -0.04 -0.11 -0.43 0.608
F 2.4390 1.7021 1.0518 -0.31 -1.37 0.25 -0.869
Cl -0.7925 2.4338 -2.2825 0.27 0.22 -0.03 0.143
Cs -6.2627 6.3960 1.5542 3.26 7.86 5.10 1.023
C 10.6222 -3.8210 1.3580 -0.02 -0.03 0.00 -0.783
C 9.3861 -4.5086 0.7567 0.63 0.13 0.42 0.455
O 9.5643 -5.5646 0.1533 -0.47 -0.06 -0.23 -0.660
O 8.2831 -3.8852 0.9476 0.48 -0.98 0.80 -0.714
H 11.5213 -4.3996 1.1611 -0.02 -0.05 -0.05 0.281
H 10.7442 -2.8250 0.9255 -0.06 0.04 0.09 0.199
H 10.5002 -3.7158 2.4369 -0.06 0.11 -0.02 0.226
Cs 6.9445 -2.4606 -0.4890 16.39 -1.13 -2.00 1.002
N -0.4006 6.0686 -1.7899 -0.06 -0.01 -0.03 0.984
O -0.4230 5.9116 -0.5586 -0.07 -0.01 0.04 -0.616
O -1.1370 5.3469 -2.5272 0.02 -0.42 0.00 -0.669
O 0.3166 6.9352 -2.3113 -0.03 -0.01 -0.01 -0.636